No. 1
C3H4N2O | wB97M-V/def2-TZVPD

Computed properties:
Orbital gap: 11.2 eV
LUMO energy: 0.791 eV
Energy above the lowest of the compared OMol25 structures with the same formula, charge and spin: 24.84 kcal per mole

Structure (ORCA input):
```
! wB97M-V def2-TZVPD RIJCOSX def2/J DEFGRID3
* xyz 0 1
O -1.19 1.71 0.32
C -0.37 0.83 0.12
H 1.62 0.27 -0.14
H -1.51 -0.69 -0.87
N 0.22 -1.54 -0.13
C 1.26 -2.08 -0.23
H -1.45 -0.86 0.89
N 0.96 1.03 -0.03
H 1.31 1.96 0.07
C -0.85 -0.62 0.00
*
```

No. 2
C4H4Cl3NO2 | wB97M-V/def2-TZVPD

Computed properties:
Orbital gap: 9.9 eV
LUMO energy: 0.063 eV
Energy above the lowest of the compared OMol25 structures with the same formula, charge and spin: 0.00 kcal per mole

Structure (ORCA input):
```
! wB97M-V def2-TZVPD RIJCOSX def2/J DEFGRID3
* xyz 0 1
Cl -2.63 -0.94 1.03
H -0.76 -2.25 0.34
H 2.84 0.63 -0.99
H -2.89 1.77 0.62
Cl 2.19 1.26 1.18
C -1.96 1.44 0.16
Cl -1.09 2.68 -0.60
O 2.55 -1.06 0.11
C -0.32 -0.39 -0.37
O 0.48 0.35 -0.93
H 0.78 -2.08 -0.45
C -1.58 0.16 0.20
C 2.52 0.11 -0.09
N -0.13 -1.70 -0.22
*
```

No. 3
C19H36BBiFN16OSbSe4Si | wB97M-V/def2-TZVPD

Computed properties:
Orbital gap: 6.0 eV
LUMO energy: 3.915 eV
Energy above the lowest of the compared OMol25 structures with the same formula, charge and spin: 7.80 kcal per mole

Structure (ORCA input):
```
! wB97M-V def2-TZVPD RIJCOSX def2/J DEFGRID3
* xyz -2 1
H 2.20 0.94 -0.73
H -3.79 0.75 -3.11
C 2.43 -2.87 1.12
C -1.41 3.54 -1.96
H 4.31 -3.52 0.74
C -2.33 3.79 -2.98
F -0.42 2.06 -0.44
C 4.38 1.04 -3.68
C -1.10 2.24 2.36
H 0.03 1.36 -3.37
H 0.14 3.81 2.62
N 1.43 0.99 1.59
H -0.34 -0.37 -3.42
H -0.14 -5.07 -3.53
H 1.66 -4.21 -3.80
N -3.13 1.95 2.88
H 2.81 -1.93 -1.27
Se -0.98 -1.97 2.52
N -1.37 1.00 2.00
N -2.10 -0.01 -1.07
H -5.46 -0.08 -1.64
H -5.63 -1.64 -0.83
H -3.90 2.93 -4.15
Bi -0.22 -0.49 0.10
C -2.22 1.21 -1.70
H 5.26 0.47 -3.98
N 1.69 0.16 -3.77
N 2.50 -3.31 2.40
H 2.16 -0.54 -5.69
H -4.96 -0.27 0.05
H -1.86 -3.17 -0.38
C -3.12 1.52 -2.75
C 3.53 -2.71 -1.05
Se -1.28 -4.26 2.82
N 1.62 0.59 -1.48
H 3.36 -3.24 2.92
O 1.38 -2.50 0.61
N 2.46 2.90 2.00
H 4.51 -2.40 -1.42
H 3.94 -0.19 -0.58
H -2.37 4.77 -3.45
B 0.45 -4.04 -3.77
H 3.21 -3.61 -1.57
N -2.18 2.85 2.89
Si -3.26 -1.31 -1.40
H 0.01 0.51 -4.92
C 2.31 0.38 -2.56
Sb -3.11 -1.01 3.55
C -4.99 -0.76 -0.93
H 3.20 -1.16 -4.40
N 3.60 -2.89 0.40
H -3.37 -2.91 -3.29
N 2.76 0.85 1.38
H 1.62 -3.32 2.91
Se -2.55 -0.28 5.73
C 2.18 -0.89 -4.66
Se -5.20 -1.80 2.81
C -2.89 -2.81 -0.37
C -3.17 2.77 -3.36
C 1.30 2.27 1.95
C -1.38 2.29 -1.39
C 0.26 0.43 -3.86
N -0.09 -2.24 -1.77
H 0.06 -3.53 -4.81
H -2.25 -1.62 -3.68
N 3.69 0.38 -2.59
N 0.10 2.88 2.25
H 5.43 0.14 -1.49
H -0.70 4.28 -1.62
C -3.23 -1.83 -3.22
H -3.51 -3.61 -0.78
C 4.40 0.46 -1.32
H -3.20 -2.68 0.67
C 0.14 -3.00 -2.61
N 3.35 1.97 1.63
H -4.00 -1.35 -3.83
N -2.67 0.84 2.35
H 4.71 2.04 -3.38
H 4.41 1.47 -0.91
H 1.56 -1.78 -4.59
H 3.72 1.15 -4.54
*
```

No. 4
C4H11NO4P | wB97M-V/def2-TZVPD

Computed properties:
Orbital gap: 8.5 eV
LUMO energy: 3.760 eV
Energy above the lowest of the compared OMol25 structures with the same formula, charge and spin: 31.97 kcal per mole

Structure (ORCA input):
```
! wB97M-V def2-TZVPD RIJCOSX def2/J DEFGRID3
* xyz -1 1
H 3.75 -0.40 -2.53
H -1.93 -0.03 -1.82
O 2.04 0.48 1.13
O 3.75 -1.47 0.90
H -1.25 1.33 1.56
O 3.87 0.56 -0.72
H -0.03 1.67 0.33
O 2.17 -0.90 -1.08
H 0.32 -0.82 1.35
H -0.97 -2.08 1.07
C -1.15 -0.54 -1.13
H -1.88 1.75 -0.13
H -0.03 -0.48 -1.43
H -1.32 -0.72 2.20
C 3.16 0.08 -1.83
H -1.58 -1.59 -1.28
C -0.75 -1.00 1.24
N -1.32 -0.19 0.23
H 2.41 0.87 -2.28
C -1.08 1.27 0.40
P 2.89 -0.39 0.35
*
```

No. 5
C23H49FN4O5S | wB97M-V/def2-TZVPD

Computed properties:
Orbital gap (spin up / spin down): 9.3 / 9.4 eV
LUMO energy (spin up / spin down): 0.653 / -0.045 eV
Expectation value of S²: 2.008

Structure (ORCA input):
```
! wB97M-V def2-TZVPD RIJCOSX def2/J DEFGRID3
* xyz 0 3
H -6.03 2.67 -2.09
H 5.39 -3.94 3.38
H 0.66 2.17 -5.87
H -7.17 1.53 -0.66
H -5.02 3.19 0.49
N 3.15 -3.05 2.18
C 1.43 -1.43 -2.05
H -1.91 2.70 -0.58
H 2.30 2.78 -3.50
O 0.09 1.86 -2.26
S -4.44 5.73 0.64
C 4.62 -3.74 4.13
C -7.48 2.26 1.37
O -3.46 5.84 1.65
H 0.37 -3.77 2.72
H 2.17 -4.91 4.87
H -4.15 2.63 -0.96
C 1.37 0.07 -1.74
C 0.17 1.84 -4.95
H 1.69 -1.94 4.30
H 5.25 -1.49 3.10
N -1.89 3.51 0.03
H 0.43 -1.84 -2.19
C 2.47 1.78 -3.91
H 1.57 0.06 -5.97
C 2.78 0.68 -1.64
F -4.45 7.08 -0.11
H 3.65 -5.77 2.93
C 1.42 -0.22 -4.93
H -5.98 4.42 -2.02
H 4.08 -5.37 1.27
H -2.33 3.32 0.92
H 3.79 0.11 -3.47
C 4.30 -1.41 3.62
H -2.29 4.52 -1.74
H -0.22 2.73 -4.46
H 2.69 -6.40 1.63
H -7.04 3.19 1.71
H 4.50 -1.12 4.65
H 2.73 1.59 -1.05
H 0.81 -5.45 2.96
H 0.89 -3.54 0.48
N 0.52 0.75 -2.76
C 1.15 1.05 -4.09
H -8.40 2.04 1.90
H 2.31 -0.77 -4.64
H 0.76 1.14 0.07
C 3.43 1.02 -2.99
H 3.74 -0.60 3.16
N -4.00 4.72 -0.56
H 2.70 -2.62 5.55
H 0.69 -4.02 5.05
C -4.74 3.43 -0.53
H 3.43 -0.01 -1.09
C 0.73 0.14 -0.36
C 2.32 -4.28 1.96
C 1.20 -4.43 3.00
H 1.26 -5.25 0.36
H 4.32 1.63 -2.81
H -2.08 5.52 -0.30
H 5.11 -3.31 5.00
H 2.43 -4.07 -0.20
C -2.51 4.60 -0.68
O 2.50 -2.04 1.72
O -7.23 3.60 -0.68
C 3.57 -2.75 3.58
H -0.68 1.21 -5.23
H 4.21 -4.69 4.46
C -7.68 2.35 -0.16
C -6.03 3.52 -1.40
C 2.37 -2.77 4.53
H 1.90 -1.97 -1.22
H 1.25 -0.51 0.34
H -6.75 1.47 1.57
C 3.24 -5.52 1.96
H -0.31 -0.18 -0.38
H 2.95 1.93 -4.88
C 1.59 -4.09 4.44
O -5.76 5.48 1.07
H 2.02 -1.68 -2.93
H -8.73 2.28 -0.40
C 1.69 -4.28 0.57
H 0.56 -0.90 -4.89
*
```

No. 6
C4H7IN2OS | wB97M-V/def2-TZVPD

Computed properties:
Orbital gap: 9.6 eV
LUMO energy: 0.035 eV
Energy above the lowest of the compared OMol25 structures with the same formula, charge and spin: 0.00 kcal per mole

Structure (ORCA input):
```
! wB97M-V def2-TZVPD RIJCOSX def2/J DEFGRID3
* xyz 0 1
H 1.65 -0.05 0.48
C -0.17 0.55 -0.46
H 1.68 1.58 0.38
H 0.80 -0.27 -2.20
H 0.51 0.93 1.68
S 0.60 2.17 -2.41
I -2.00 2.65 1.27
H -1.89 -0.51 -1.11
C -1.20 -0.54 -0.21
H -0.70 -1.52 -0.26
N -0.40 2.76 -1.13
C -0.77 1.93 -0.30
O 1.95 2.55 -2.06
N 0.26 0.53 -1.89
H -1.75 -0.25 0.65
C 1.01 0.71 0.61
*
```